{
  "formula": "C3H5ClF2",
  "method": "the ωB97M-V functional and the def2-TZVPD basis",
  "smiles": "FC[C@H](F)CCl",
  "e_tot_ev": -21147.249,
  "relative_energy_kcal_mol": 51.3,
  "total_charge": 0,
  "elements": ["F", "C", "C", "F", "C", "Cl", "H", "H", "H", "H", "H"],
  "xyz": [[-0.331, 0.836, -2.282], [-0.602, 0.684, -0.811], [0.203, -0.385, -0.236], [-0.581, -1.573, -0.560], [0.357, -0.522, 1.083], [1.549, 0.962, 1.243], [-0.594, 1.793, -0.371], [-1.614, 0.548, -0.575], [1.169, -0.574, -0.745], [1.033, -1.216, 1.473], [-0.589, -0.552, 1.782]],
  "atomic_forces_ev_per_a": [[-0.82, -0.64, 3.22], [0.47, 5.17, -1.77], [-0.61, -2.89, -7.35], [0.16, -0.12, -0.34], [0.06, 2.46, 8.32], [-0.58, -0.08, 1.26], [1.30, -2.33, -0.92], [-1.73, -1.20, -0.73], [-0.64, 0.52, -0.12], [0.60, -1.67, -0.12], [1.78, 0.78, -1.46]],
  "mulliken_charge": [-0.314, -0.409, 0.260, -0.343, -0.513, -0.216, 0.263, 0.341, 0.289, 0.350, 0.293]
}